Molecular formula: C33H61AlCl3FMgN5O7
Method: DFT, ωB97M-V/def2-TZVPD

Each line ends with the Mulliken charge.
Geometry (Å):
C1 3.44624 -2.83414 1.80297  -0.4150
C2 2.66087 -3.06278 0.49863  -1.3103
C3 1.26206 -2.38012 0.47906  0.1809
C4 1.19839 -1.16662 -0.46473  -0.4775
C5 2.41248 -0.26130 -0.12728  -1.8662
C6 -0.20315 -0.41596 -0.40864  2.3014
C7 -0.09329 0.44190 0.85608  -0.9434
C8 -1.29042 1.06265 1.60459  -0.3915
C9 -1.81503 0.24338 2.81712  1.6247
C10 -1.78950 -1.28163 2.68199  -1.5680
C11 -0.99656 0.63224 4.07599  -1.3630
C12 -1.32732 -1.46212 -0.59961  -0.9533
C13 -2.84600 -1.14000 -0.49700  -0.5160
C14 -3.65216 -0.94297 -1.81255  -1.6711
C15 -3.65330 0.44446 -2.45956  -0.4334
C16 -3.68918 1.62813 -1.50244  0.9197
C17 -4.11999 2.92637 -2.20442  -1.0106
C18 -4.32607 4.04689 -1.15451  -0.3572
C19 -3.18938 5.08381 -1.06598  -0.8154
C20 -2.66948 5.23047 0.36485  0.3060
O1 -2.12744 6.50576 0.61770  -0.4741
C21 -0.76322 6.53842 0.98119  -0.5806
N1 -0.96793 -1.83657 -1.98421  0.1467
C22 -0.65249 -0.70360 -2.62981  -1.2206
N2 -0.59471 -0.54928 -3.95251  0.2388
N3 -0.44592 0.27951 -1.71245  0.9481
C23 0.31230 1.46360 -2.12610  -1.4204
C24 -0.15471 2.77871 -1.48167  1.4889
C25 0.98780 3.77345 -1.27724  -0.7915
N4 1.82992 3.84654 -2.48410  -0.6315
H1 4.02596 -3.72051 2.05516  0.4328
H2 2.75573 -2.53203 2.60431  -0.3410
H3 4.16384 -2.02044 1.66501  0.4246
H4 3.26143 -2.80692 -0.37165  0.4514
H5 2.49496 -4.13862 0.44562  0.4537
H6 0.59049 -3.16747 0.14563  0.2856
H7 1.05178 -2.09859 1.51181  -0.2311
H8 1.39563 -1.59107 -1.44878  0.8721
H9 2.63184 -0.34915 0.94040  0.2437
H10 3.30716 -0.61608 -0.63317  0.4336
H11 2.27277 0.79892 -0.30478  0.3570
H12 0.53972 1.29567 0.62669  0.5198
H13 0.44853 -0.11276 1.62053  0.8843
H14 -0.92138 1.99348 2.04171  0.6781
H15 -2.06385 1.41264 0.90627  -1.7248
H16 -2.85447 0.52447 3.09376  0.2901
H17 -1.70700 -1.70724 3.68208  0.6094
H18 -0.96020 -1.65436 2.09003  0.2252
H19 -2.73130 -1.67204 2.29678  0.2044
H20 -0.18866 -0.10173 4.17669  0.1982
H21 -0.51868 1.60397 3.97220  0.2823
H22 -1.61340 0.66745 4.96971  0.4170
H23 -1.20493 -2.40287 -0.07408  0.9579
H24 -3.30269 -2.01213 -0.02576  0.6958
H25 -3.10983 -0.32280 0.17118  -0.3078
H26 -4.69098 -1.16330 -1.55983  0.5802
H27 -3.39705 -1.67585 -2.58049  0.0166
H28 -4.60505 0.52603 -3.08529  0.7627
H29 -2.85248 0.60611 -3.18428  -0.0483
H30 -2.66891 1.81623 -1.14456  -0.7070
H31 -4.37579 1.39756 -0.68376  -0.0437
H32 -5.00789 2.76351 -2.80916  0.4304
H33 -3.27049 3.23075 -2.81813  0.4969
H34 -5.28672 4.53972 -1.28951  0.4709
H35 -4.36864 3.56565 -0.17111  -0.0096
H36 -2.37854 4.86766 -1.76382  0.2971
H37 -3.58863 6.06612 -1.32016  0.5244
H38 -3.54108 5.11390 1.02125  0.3213
H39 -1.98447 4.41635 0.63764  -0.3793
H40 -0.13341 6.76904 0.11655  0.2342
H41 -0.63602 7.35090 1.69664  0.2945
H42 -0.43678 5.62258 1.47927  0.2111
H43 -1.50983 -2.58355 -2.41328  0.5677
H44 0.24795 -0.19865 -4.37580  0.2655
H45 -1.38890 -0.77074 -4.54611  -0.1771
H46 1.39356 1.33724 -2.08965  0.0629
H47 0.10214 1.60210 -3.18407  0.2573
H48 -0.84035 3.26356 -2.17676  0.5702
H49 -0.71965 2.61607 -0.56540  -1.1576
H50 0.51306 4.74958 -1.18136  0.3658
H51 1.54944 3.58866 -0.35383  0.1942
H52 2.23403 4.77405 -2.52540  0.2685
H53 2.61700 3.21494 -2.39070  0.2109
C26 -0.79732 -3.78368 -5.65605  -0.3849
Cl1 -1.54009 -3.90740 -7.26692  -0.0353
Cl2 -1.92905 -4.31494 -4.40627  -0.1578
H54 0.09292 -4.39528 -5.62897  0.5846
H55 -0.55353 -2.74595 -5.47892  0.2601
C27 -3.29210 -1.11476 -6.37755  0.9258
O2 -2.62324 -0.18217 -6.81706  -0.5032
O3 -3.00189 -1.77062 -5.34337  -0.2676
O4 -4.31405 -1.58444 -6.93733  -0.3358
Al1 -3.83281 1.80415 2.34027  0.4027
O5 -2.83234 3.34931 4.35790  -0.8230
H56 -3.26880 4.14030 4.01497  0.1860
F1 -5.17514 0.06265 -4.47238  -0.6314
C28 7.76577 -5.98370 5.83415  -0.4282
C29 8.45202 -5.24528 4.87618  -0.5267
C30 7.87223 -4.12007 4.32227  -0.4138
C31 6.60287 -3.75229 4.74780  0.4042
C32 5.89910 -4.47975 5.69855  -0.2378
C33 6.49129 -5.60405 6.24127  -0.5974
N5 6.01154 -2.55946 4.17841  0.9644
O6 6.59726 -1.93527 3.34803  -0.5039
O7 4.87612 -2.21090 4.58744  -0.5028
H57 8.22771 -6.86031 6.26748  0.4059
H58 9.44149 -5.54669 4.56392  0.4000
H59 8.40069 -3.54258 3.57821  0.4669
H60 4.91167 -4.18092 6.01545  0.3743
H61 5.96302 -6.18380 6.98447  0.3952
Cl3 1.05055 -3.45312 -7.89085  -0.2298
Mg1 3.02227 -1.46426 4.58723  0.6717

Calculated values
HOMO level in Ha: -0.33066
Multiplicity: 1
Strongest force on any atom in eV Å⁻¹: 2.9
Energy in eV: -109295.7220
Total charge: +1
Frontier orbital gap in eV: 1.2